C47H56AuClN4O4P4 | the ωB97M-V functional and the def2-TZVPD basis

Calculated values
Expectation value of S²: 2.01
Kohn-Sham gap (alpha / beta) (eV): 8.435 / 5.145

The geometry in ORCA input format:
```
! wB97M-V def2-TZVPD RIJCOSX def2/J DEFGRID3
* xyz 2 3
Au -0.135 -0.557 -0.300
C 1.605 -3.920 4.270
N 1.530 -2.754 3.407
C 1.962 -1.521 4.023
P 1.139 -2.964 1.853
O 1.346 -1.747 1.009
O -0.448 -3.338 1.742
P -1.790 -2.543 1.998
O -1.591 -1.152 1.473
N -2.045 -2.482 3.591
C -2.377 -3.700 4.325
C -1.742 -1.302 4.388
N -2.946 -3.454 1.297
C -4.307 -2.899 1.381
C -2.739 -4.524 0.345
N 1.748 -4.466 1.396
C 1.409 -4.936 0.034
C 3.094 -4.981 1.816
H 1.082 -3.783 5.212
H 2.661 -4.158 4.408
H 1.205 -4.767 3.784
H 1.275 -1.216 4.794
H 2.048 -0.710 3.240
H 2.976 -1.579 4.437
H -2.276 -4.574 3.727
H -3.413 -3.764 4.670
H -1.722 -3.761 5.187
H -1.282 -0.614 3.685
H -1.039 -1.605 5.144
H -2.616 -0.878 4.835
H -4.284 -2.127 2.134
H -4.891 -3.790 1.593
H -4.599 -2.435 0.388
H -1.761 -4.446 -0.130
H -3.517 -4.471 -0.391
H -2.761 -5.530 0.803
H 0.399 -4.756 -0.325
H 1.586 -6.015 0.002
H 1.998 -4.510 -0.763
H 3.504 -4.438 2.673
H 3.777 -4.884 0.970
H 2.969 -6.047 1.980
C 0.140 5.523 -3.344
C 0.918 4.908 -2.208
C 1.944 5.907 -1.660
C -0.140 4.521 -1.073
C -0.867 5.431 -0.311
C -1.830 5.029 0.591
C -2.272 3.753 0.568
C -1.647 2.776 -0.203
P -2.137 1.094 -0.589
C -2.666 1.186 -2.334
C -1.882 0.664 -3.362
C -2.101 1.033 -4.661
C -3.110 1.889 -4.965
C -3.902 2.395 -3.995
C -3.677 2.109 -2.671
C -3.533 0.888 0.534
C -3.449 1.150 1.932
C -4.563 1.057 2.728
C -5.831 0.895 2.223
C -5.973 0.736 0.865
C -4.842 0.720 0.031
C -0.511 3.204 -0.900
O 0.172 2.179 -1.474
C 1.285 2.394 -2.315
C 2.017 1.261 -2.630
C 3.054 1.304 -3.551
C 3.424 2.597 -4.102
C 2.731 3.713 -3.672
C 1.625 3.655 -2.750
P 1.893 0.032 -1.307
C 2.867 1.044 -0.111
C 4.184 1.462 -0.455
C 4.793 2.464 0.265
C 4.107 3.082 1.311
C 2.876 2.675 1.734
C 2.266 1.631 1.021
C 2.892 -1.435 -1.765
C 3.926 -1.795 -0.975
C 4.680 -2.932 -1.257
C 4.366 -3.631 -2.392
C 3.271 -3.262 -3.215
C 2.502 -2.172 -2.896
H -0.377 6.483 -3.086
H -0.731 4.908 -3.650
H 0.725 5.880 -4.233
H 1.547 6.867 -1.356
H 2.695 5.990 -2.426
H 2.446 5.466 -0.789
H -0.585 6.493 -0.274
H -2.334 5.816 1.159
H -3.198 3.510 1.116
H -1.141 -0.029 -3.264
H -1.469 0.569 -5.420
H -3.155 2.255 -5.986
H -4.691 3.097 -4.185
H -4.238 2.609 -1.902
H -2.520 1.326 2.416
H -4.394 1.102 3.760
H -6.679 0.820 2.893
H -6.963 0.667 0.440
H -4.978 0.431 -1.046
H 3.606 0.374 -3.811
H 4.308 2.648 -4.665
H 3.105 4.668 -3.981
H 4.631 1.054 -1.346
H 5.758 2.815 -0.116
H 4.623 3.862 1.884
H 2.406 3.020 2.644
H 1.308 1.240 1.287
H 4.104 -1.160 -0.141
H 5.517 -3.174 -0.577
H 4.914 -4.532 -2.756
H 3.027 -3.926 -4.073
H 1.675 -1.871 -3.471
Cl -0.973 -2.317 -1.810
*
```